(P)
ORCA calculation (the ωB97M-V functional and the def2-TZVPD basis) on the ion C4H8N3 with charge +1.

Geometry as ORCA input:
```
! RIJCOSX wB97M-V def2-TZVPD def2/J DEFGRID3
* xyz 1 1
C 0.60 -0.72 -0.37
C -1.65 -0.50 0.04
C 1.61 -1.32 -1.22
C -0.51 2.12 1.52
N -0.76 -1.13 -0.54
N 0.64 0.26 0.42
N -0.24 0.78 1.07
H -2.72 -0.58 -0.10
H 1.22 -1.37 -2.23
H 2.48 -0.67 -1.12
H 1.84 -2.37 -1.04
H 0.24 2.59 2.13
H -0.55 2.67 0.55
H -1.40 2.23 2.11
H -0.80 -1.98 -1.20
*
```

Properties
* LUMO energy: -0.1889 Ha

***

(Q)
ORCA calculation (the ωB97M-V functional and the def2-TZVPD basis) on the ion C4H8N3 with charge +1.

Geometry as ORCA input:
```
! RIJCOSX wB97M-V def2-TZVPD def2/J DEFGRID3
* xyz 1 1
C -1.70 -0.26 -1.10
C -0.89 -1.28 -0.74
C -1.15 0.89 -0.55
C 0.85 1.48 0.77
N 0.13 -0.81 0.00
N -0.03 0.58 0.02
N 1.25 -1.27 0.61
H -2.40 -0.45 -1.85
H -1.14 -2.30 -0.89
H -1.29 2.01 -0.67
H 0.61 2.56 0.72
H 1.08 1.13 1.72
H 1.84 1.25 0.24
H 1.69 -1.99 0.14
H 1.13 -1.54 1.58
*
```

Properties
* LUMO energy: -0.1302 Ha
* SMILES: C[n+]1cccn1N

***

(R)
ORCA calculation (the ωB97M-V functional and the def2-TZVPD basis) on the ion C4H8N3 with charge +1.

Geometry as ORCA input:
```
! RIJCOSX wB97M-V def2-TZVPD def2/J DEFGRID3
* xyz 1 1
C 1.17 -1.19 0.08
C 1.34 0.10 0.02
C -0.20 -1.83 -0.07
C -2.38 1.07 0.14
N -1.13 -0.95 -0.12
N 2.56 0.76 0.04
N -1.33 0.23 -0.34
H 2.13 -1.90 0.21
H 0.39 0.67 -0.02
H -0.46 -2.84 -0.02
H -2.70 1.53 -0.77
H -3.16 0.51 0.66
H -2.04 1.79 0.77
H 2.52 1.79 -0.16
H 3.30 0.24 -0.44
*
```

Properties
* LUMO energy: -0.2304 Ha
* SMILES: C/N=N/C=C\C=[NH2+]

***

Which of them is most stable? Easy: (Q).

***

(P)
ORCA calculation (the ωB97M-V functional and the def2-TZVPD basis) on the ion C4H8N3 with charge +1.

Geometry as ORCA input:
```
! RIJCOSX wB97M-V def2-TZVPD def2/J DEFGRID3
* xyz 1 1
C -1.46 -0.78 0.61
C -2.54 -0.06 -0.05
C 0.05 0.84 -0.48
C 1.89 -0.26 0.70
N 0.36 -1.58 -0.54
N -1.19 0.49 0.28
N 0.97 -0.44 -0.51
H -2.74 -0.38 -1.01
H -3.17 0.41 0.70
H -0.05 1.22 -1.56
H 0.39 1.76 -0.06
H 1.31 -0.07 1.61
H 2.14 -1.27 1.01
H 2.56 0.57 0.64
H 1.48 -0.45 -1.33
*
```

Properties
* LUMO energy (spin up / spin down): -0.2105 / -0.2359 Ha

***

(Q)
ORCA calculation (the ωB97M-V functional and the def2-TZVPD basis) on the ion C4H8N3 with charge +1.

Geometry as ORCA input:
```
! RIJCOSX wB97M-V def2-TZVPD def2/J DEFGRID3
* xyz 1 1
C 0.08 0.61 -0.95
C -0.60 -0.58 2.24
C -0.90 1.42 0.91
C 1.18 -1.25 -2.32
N -0.60 0.01 1.14
N 0.65 -0.20 -1.54
N -0.36 1.62 -0.37
H -0.19 -1.58 2.39
H -0.67 -0.03 3.11
H -1.92 1.83 0.96
H -0.28 1.86 1.69
H 0.45 -2.06 -2.30
H 1.38 -0.96 -3.29
H 2.10 -1.65 -1.79
H -0.61 2.36 -1.08
*
```

Properties
* LUMO energy: -0.1162 Ha
* SMILES: C=NC[NH+]=C=NC

***

Which of them is most stable? Easy: (Q).

***

(P)
ORCA calculation (the ωB97M-V functional and the def2-TZVPD basis) on a cluster of 2 separate species, C4H8N3 in total.

Geometry as ORCA input:
```
! RIJCOSX wB97M-V def2-TZVPD def2/J DEFGRID3
* xyz 1 1
C -0.21 -0.37 0.72
C 1.27 -2.19 -0.69
C -0.96 1.30 -0.66
C 0.26 0.79 1.24
N -0.96 -0.14 -0.41
N 2.22 -2.76 -0.38
N -0.04 1.79 0.35
H -0.10 -1.34 1.18
H 0.37 -2.47 -1.13
H -0.77 1.71 -1.75
H -2.10 1.72 -0.54
H 0.98 0.95 1.99
H 3.03 -2.66 0.30
H -1.63 -0.76 -0.78
H 0.30 2.87 0.29
*
```

Properties
* LUMO energy (spin up / spin down): -0.1312 / -0.2085 Ha

***

(Q)
ORCA calculation (the ωB97M-V functional and the def2-TZVPD basis) on a cluster of 2 separate species, C4H8N3 in total.

Geometry as ORCA input:
```
! RIJCOSX wB97M-V def2-TZVPD def2/J DEFGRID3
* xyz 1 1
C 3.07 -0.66 0.13
C 1.75 -0.60 -0.05
C -2.68 -0.13 0.16
C -1.72 0.78 0.45
N 1.03 0.59 -0.02
N -0.05 0.92 -0.61
N -3.29 -1.10 -0.14
H 3.64 -1.62 -0.01
H 3.64 0.29 0.23
H 1.12 -1.39 -0.59
H -0.07 0.43 -1.49
H -1.57 0.94 1.41
H -2.18 1.79 0.09
H -4.10 -1.55 -0.13
H 1.40 1.32 0.57
*
```

Properties
* LUMO energy (spin up / spin down): -0.1949 / -0.1949 Ha

***

Which of them is most stable? Easy: (P).

***

(P)
ORCA calculation (the ωB97M-V functional and the def2-TZVPD basis) on the molecule C5H5NO3.

Geometry as ORCA input:
```
! RIJCOSX wB97M-V def2-TZVPD def2/J DEFGRID3
* xyz 0 1
C 1.73 -0.29 -0.40
C -0.18 0.93 0.18
C -1.29 0.02 -0.44
N -2.23 0.78 -1.02
O 1.06 0.92 -0.63
C 1.30 -0.71 1.00
C 1.14 -1.42 1.96
O -0.47 1.97 0.71
O -1.26 -1.19 -0.40
H -3.12 0.38 -1.26
H -2.07 1.78 -1.06
H 2.80 -0.04 -0.34
H 1.43 -1.06 -1.11
H 1.15 -2.07 2.80
*
```

Properties
* LUMO energy: -0.0048 Ha
* SMILES: C#CCOC(=O)C(N)=O

***

(Q)
ORCA calculation (the ωB97M-V functional and the def2-TZVPD basis) on a cluster of 2 separate species, C5H5NO3 in total.

Geometry as ORCA input:
```
! RIJCOSX wB97M-V def2-TZVPD def2/J DEFGRID3
* xyz 0 1
C 0.76 2.35 -0.30
C 0.03 1.24 -0.18
C -1.10 -0.82 -1.21
C 0.60 -1.99 1.59
C -0.01 0.16 -1.31
N -0.10 -1.91 2.58
O 1.28 -2.11 0.65
O 0.81 -0.06 -2.19
O -1.84 -0.99 -0.26
H 0.54 3.05 0.53
H 1.23 2.64 -1.25
H -0.65 0.98 0.54
H -1.12 -1.50 -2.06
H -0.44 -1.03 2.88
*
```

Properties
* LUMO energy: -0.0384 Ha
* SMILES: C=CC(=O)C=O.N=C=O

***

(R)
ORCA calculation (the ωB97M-V functional and the def2-TZVPD basis) on the molecule C5H5NO3.

Geometry as ORCA input:
```
! RIJCOSX wB97M-V def2-TZVPD def2/J DEFGRID3
* xyz 0 1
C -0.36 -0.98 -1.58
C -0.01 -0.05 -0.33
C 1.33 0.14 0.06
C 1.49 0.71 1.27
C -0.91 0.93 1.57
H -2.24 -0.71 -1.11
H 0.14 -1.94 -1.42
H 0.12 -0.51 -2.54
H 2.10 -0.10 -0.58
H 2.46 0.92 1.75
N -1.09 0.26 0.39
O -1.70 -1.09 -1.88
O 0.43 1.10 2.06
O -1.74 1.31 2.36
*
```

Properties
* LUMO energy: -0.0235 Ha
* SMILES: O=c1nc(CO)cco1

***

Which of them is most stable? Easy: (R).

***

(P)
ORCA calculation (the ωB97M-V functional and the def2-TZVPD basis) on a cluster of 2 separate species, C10H14INS in total.

Geometry as ORCA input:
```
! RIJCOSX wB97M-V def2-TZVPD def2/J DEFGRID3
* xyz 0 1
C 1.82 3.58 1.14
C 2.93 2.86 0.70
C 0.67 2.86 0.81
C 2.45 1.76 0.01
C -0.96 -1.37 0.98
C -1.10 -1.85 -0.24
C -0.25 -1.58 -1.56
C 0.40 0.75 -0.47
C -1.96 -1.60 2.00
C -1.20 -0.92 -2.46
N 1.04 1.83 -0.01
S 1.24 -0.47 -1.25
I 0.26 -5.49 0.03
H 1.77 4.47 1.63
H 3.82 3.35 0.81
H -0.32 3.07 0.99
H 2.78 0.79 -0.43
H 0.06 -0.82 1.27
H -2.08 -2.16 -0.51
H 0.09 -2.53 -1.90
H -0.61 0.50 -0.33
H -2.58 -0.70 2.16
H -1.55 -1.86 3.00
H -2.47 -2.47 1.75
H -0.71 -0.60 -3.34
H -1.50 0.03 -2.14
H -2.03 -1.45 -2.62
*
```

Properties
* LUMO energy: -0.1101 Ha

***

(Q)
ORCA calculation (the ωB97M-V functional and the def2-TZVPD basis) on a structure of composition C10H14INS.

Geometry as ORCA input:
```
! RIJCOSX wB97M-V def2-TZVPD def2/J DEFGRID3
* xyz 0 1
C 1.97 2.05 -1.86
C 2.18 0.72 -1.54
C 1.15 2.84 -1.05
C 1.54 0.17 -0.45
C 0.53 2.32 0.05
C 0.71 0.95 0.40
C -2.05 -2.04 0.93
C -0.60 1.04 2.39
C 0.04 -2.81 -1.16
C -1.64 -0.95 0.02
N 0.16 0.32 1.43
S -0.68 -1.16 -1.37
I -3.01 0.63 -0.29
H 2.46 2.49 -2.72
H 2.83 0.11 -2.15
H 1.01 3.88 -1.30
H 1.78 -0.84 -0.13
H -0.09 2.95 0.67
H -1.17 -2.54 1.35
H -2.63 -1.64 1.76
H -2.66 -2.79 0.42
H 0.01 1.79 2.89
H -1.48 1.56 1.97
H -0.95 0.33 3.15
H -0.75 -3.56 -1.22
H 0.57 -2.87 -0.21
H 0.74 -2.94 -1.98
*
```

Properties
* LUMO energy (spin up / spin down): -0.0226 / -0.0225 Ha

***

Which of them is most stable? Easy: (Q).

***

(P)
ORCA calculation (the ωB97M-V functional and the def2-TZVPD basis) on a cluster of 2 separate species, C20H23NO2 in total.

Geometry as ORCA input:
```
! RIJCOSX wB97M-V def2-TZVPD def2/J DEFGRID3
* xyz 0 1
C -5.41 -1.63 1.52
C -4.01 -1.14 1.48
C -3.75 0.23 1.42
C -2.46 0.70 1.41
C -1.35 -0.18 1.48
C -0.05 0.39 1.44
C 1.25 -0.18 1.40
C 2.35 0.69 1.46
C 3.64 0.22 1.50
C 3.90 -1.15 1.49
C 5.30 -1.65 1.55
C 2.82 -2.02 1.38
C 1.53 -1.56 1.30
C -1.64 -1.56 1.60
C -2.93 -2.01 1.56
H -5.45 -2.72 1.53
H -5.92 -1.27 2.41
H -5.98 -1.29 0.65
H -4.58 0.91 1.40
H -2.28 1.76 1.36
H -0.05 1.47 1.45
H 2.18 1.76 1.48
H 4.47 0.90 1.54
H 5.33 -2.74 1.57
H 5.86 -1.31 0.67
H 5.81 -1.28 2.44
H 3.02 -3.08 1.35
H 0.75 -2.26 1.07
H -0.85 -2.26 1.79
H -3.12 -3.07 1.60
O 1.37 0.71 -4.99
C 1.85 0.75 -3.86
C 0.91 1.10 -2.73
C 0.62 2.60 -2.69
C -0.89 2.74 -2.40
C -1.45 1.30 -2.37
N -0.40 0.42 -2.89
O 3.03 0.56 -3.54
H 1.37 0.77 -1.79
H 1.24 3.12 -1.95
H 0.88 3.03 -3.67
H -1.08 3.25 -1.45
H -1.39 3.34 -3.17
H -1.72 0.99 -1.35
H -2.34 1.19 -2.99
H -0.40 -0.51 -2.47
*
```

Properties
* LUMO energy: -0.1286 Ha

***

(Q)
ORCA calculation (the ωB97M-V functional and the def2-TZVPD basis) on a cluster of 2 separate species, C20H23NO2 in total.

Geometry as ORCA input:
```
! RIJCOSX wB97M-V def2-TZVPD def2/J DEFGRID3
* xyz 0 1
C 5.89 0.67 -0.46
C 4.77 -0.03 0.30
N 3.55 0.81 0.25
C 2.36 0.25 -0.03
C 1.13 0.92 -0.08
C 0.01 0.34 -0.65
C -1.21 1.10 -0.82
C -2.03 0.95 -1.97
C -3.18 1.73 -2.15
C -3.54 2.71 -1.20
C -2.72 2.89 -0.09
C -1.56 2.14 0.09
C 3.68 2.25 0.44
C 5.12 2.57 0.81
O 6.03 2.04 -0.15
H 6.87 0.22 -0.22
H 5.70 0.56 -1.55
H 4.54 -0.99 -0.17
H 5.09 -0.18 1.34
H 2.38 -0.84 -0.19
H 1.10 1.96 0.25
H 0.16 -0.50 -1.32
H -1.75 0.22 -2.74
H -3.80 1.60 -3.04
H -4.42 3.33 -1.35
H -3.00 3.64 0.67
H -0.94 2.29 0.97
H 3.42 2.81 -0.47
H 2.99 2.57 1.25
H 5.31 3.66 0.74
H 5.31 2.20 1.83
C -5.19 -2.51 1.44
C -3.80 -2.79 0.94
C -3.62 -3.85 0.04
C -2.33 -4.18 -0.42
C -1.23 -3.45 -0.01
C -1.42 -2.18 0.69
O -0.54 -1.25 0.64
C -2.70 -2.04 1.36
H -5.19 -1.60 2.05
H -5.92 -2.36 0.63
H -5.58 -3.33 2.06
H -4.48 -4.43 -0.28
H -2.19 -5.02 -1.10
H -0.24 -3.68 -0.37
H -2.84 -1.21 2.03
*
```

Properties
* LUMO energy: -0.0305 Ha

***

Which of them is most stable? Easy: (Q).